Entry 1:
{"formula": "C27H62NO10P2", "method": "wB97M-V/def2-TZVPD", "homo_ev": -11.18, "gap_ev": 8.46, "charge": 1, "symbols": ["C", "O", "C", "C", "C", "C", "N", "C", "C", "C", "O", "C", "C", "C", "C", "C", "C", "C", "H", "H", "H", "H", "H", "H", "H", "H", "H", "H", "H", "H", "H", "H", "H", "H", "H", "H", "H", "H", "H", "H", "H", "H", "H", "H", "H", "H", "H", "H", "H", "H", "O", "P", "O", "C", "C", "O", "C", "C", "O", "C", "C", "H", "H", "H", "H", "H", "H", "H", "H", "H", "H", "H", "H", "H", "H", "H", "O", "P", "O", "C", "C", "O", "C", "C", "O", "C", "C", "H", "H", "H", "H", "H", "H", "H", "H", "H", "H", "H", "H", "H", "H", "H"], "xyz": [[1.1091, -6.5605, 8.8532], [1.3512, -7.7715, 8.1569], [1.9217, -7.5980, 6.8759], [1.4962, -8.6826, 5.8853], [0.0264, -8.6016, 5.3722], [-0.8223, -7.4641, 5.9344], [-0.5330, -6.0900, 5.3473], [-1.8136, -5.4143, 4.8892], [-1.8544, -5.4560, 3.3545], [-0.4388, -5.9008, 2.8230], [-0.0271, -4.8979, 1.9609], [1.3202, -5.0374, 1.5100], [1.7333, -3.6886, 0.8656], [2.6295, -3.9149, -0.3915], [2.4789, -2.7586, 1.8612], [2.9122, -1.4239, 1.1629], [1.6197, -2.3238, 3.1029], [0.3482, -5.9574, 4.1760], [1.8608, -6.3821, 9.6294], [0.1399, -6.6607, 9.3595], [1.0359, -5.6772, 8.2021], [3.0145, -7.6889, 6.9867], [1.7543, -6.6032, 6.4363], [1.6971, -9.6689, 6.3095], [2.1656, -8.5832, 5.0208], [-0.0444, -8.6238, 4.2791], [-0.4706, -9.5218, 5.6990], [-0.8042, -7.3918, 7.0225], [-1.8600, -7.6909, 5.6727], [-0.2774, -5.4963, 6.1331], [-1.6708, -4.3588, 5.1549], [-2.7316, -5.6993, 5.4005], [-2.5363, -6.1884, 2.9135], [-2.0756, -4.4734, 2.9395], [-0.3873, -6.9429, 2.4761], [2.0419, -5.2261, 2.3210], [1.4519, -5.8314, 0.7648], [0.8025, -3.2087, 0.5394], [3.6696, -3.7822, -0.0755], [2.5241, -4.9281, -0.7846], [2.3808, -3.1569, -1.1342], [3.4047, -3.2486, 2.1935], [3.5940, -1.5887, 0.3280], [2.0400, -0.8262, 0.8835], [3.4679, -0.8510, 1.9166], [0.8613, -3.0581, 3.3935], [2.2906, -2.1938, 3.9582], [1.0922, -1.3962, 2.8676], [0.7262, -4.9237, 4.2591], [1.2805, -6.5215, 4.1541], [-3.0032, 0.9695, -1.3016], [-1.6474, 1.0035, -1.9202], [-1.6809, -0.1825, -3.0475], [-2.6667, -0.1516, -4.0752], [-2.3250, 0.8549, -5.1584], [-0.7441, 0.2691, -0.7707], [-1.2669, 0.0322, 0.5298], [-1.9138, -1.3324, 0.6110], [-0.2658, 1.7088, -2.4851], [-0.2914, 3.0042, -3.1033], [-1.3349, 3.9385, -2.5305], [-3.6528, 0.0578, -3.6524], [-2.7018, -1.1528, -4.5057], [-2.4158, 1.8779, -4.7801], [-3.0015, 0.7542, -6.0078], [-1.3009, 0.7140, -5.5057], [-1.9564, 0.8256, 0.8158], [-0.4265, 0.0616, 1.2286], [-2.5838, -1.5313, -0.2243], [-2.4769, -1.4432, 1.5409], [-1.1417, -2.1048, 0.5801], [-0.4257, 2.8860, -4.1817], [0.6974, 3.4408, -2.9590], [-2.3462, 3.5292, -2.6469], [-1.3033, 4.9011, -3.0396], [-1.1641, 4.1022, -1.4647], [0.2552, 8.4574, -3.9529], [0.2052, 9.0445, -5.3239], [-1.3414, 8.8119, -5.8094], [-2.4122, 9.3342, -5.0316], [-2.5852, 10.8282, -5.2347], [0.9535, 7.8943, -6.2064], [1.6734, 6.8403, -5.5766], [0.7790, 5.6405, -5.3287], [0.5730, 10.1289, -6.5167], [0.8126, 11.5111, -6.2221], [1.4704, 11.7476, -4.8794], [-2.2630, 9.1046, -3.9729], [-3.3156, 8.8157, -5.3543], [-1.7476, 11.3788, -4.7950], [-3.5007, 11.1806, -4.7581], [-2.6263, 11.0696, -6.2973], [2.1363, 7.1848, -4.6523], [2.4842, 6.5583, -6.2503], [-0.1724, 5.9238, -4.8792], [1.2771, 4.9174, -4.6806], [0.5416, 5.1492, -6.2742], [-0.1272, 12.0648, -6.2958], [1.4605, 11.8914, -7.0130], [0.8516, 11.3684, -4.0573], [1.6259, 12.8138, -4.7156], [2.4365, 11.2421, -4.8276]], "forces_ev_per_a": [[-0.48, -0.16, 0.64], [-0.61, 0.59, -0.63], [1.13, -0.74, -0.15], [-0.17, 0.42, -0.41], [0.30, -0.29, 0.84], [-0.52, -0.85, -0.64], [-1.85, -0.67, 0.42], [-0.16, 1.73, -0.89], [0.40, -1.47, -0.92], [-1.09, -0.06, 2.54], [0.77, -0.85, 0.21], [0.91, 1.14, -0.67], [0.42, -0.28, -0.13], [-0.19, 0.17, 0.98], [-0.84, 1.13, -0.33], [0.24, -0.62, 0.96], [0.55, -0.68, -0.45], [2.01, 2.40, -0.84], [0.05, 0.06, -0.25], [0.20, -0.01, 0.00], [0.23, -0.18, -0.06], [-0.13, 0.17, -0.13], [-0.20, 0.01, 0.35], [-0.07, 0.15, 0.03], [0.01, -0.06, 0.18], [0.11, 0.12, 0.13], [-0.13, 0.22, -0.07], [0.36, 0.08, -0.14], [0.14, 0.14, -0.04], [0.84, -0.18, -0.21], [0.00, -0.17, 0.03], [0.39, -0.64, 0.10], [-0.42, 0.28, 0.51], [0.00, -0.12, 0.05], [-0.39, 0.40, -0.90], [-0.40, -0.17, 0.17], [-0.50, -0.13, 0.23], [0.10, -0.01, 0.12], [-0.02, -0.11, -0.33], [-0.10, 0.23, -0.22], [0.20, -0.25, -0.15], [-0.24, -0.17, -0.02], [-0.25, 0.10, -0.06], [0.11, -0.17, -0.25], [-0.09, 0.06, -0.20], [0.11, 0.02, -0.16], [-0.21, 0.32, -0.06], [0.08, -0.05, 0.19], [-0.07, -0.17, 0.07], [-0.55, -0.66, 0.49], [0.17, 2.95, -1.16], [2.36, -5.92, 1.21], [-0.07, 0.84, 0.14], [-0.27, -0.06, -0.33], [0.04, 0.12, 0.11], [0.20, 0.52, -0.17], [-0.21, -0.14, 0.04], [0.02, -0.39, 0.02], [-2.46, 1.72, 0.43], [0.27, 0.49, -0.45], [-0.14, -0.19, 0.14], [0.05, 0.00, 0.09], [0.11, -0.04, 0.13], [-0.03, 0.00, -0.04], [-0.01, 0.00, 0.03], [-0.02, -0.05, -0.02], [-0.07, -0.06, -0.06], [0.11, 0.13, -0.15], [-0.09, 0.25, 0.01], [0.03, 0.02, 0.01], [-0.03, -0.04, 0.05], [-0.05, -0.07, 0.04], [0.04, -0.20, 0.09], [0.04, 0.06, -0.05], [0.02, -0.01, 0.01], [0.01, 0.03, -0.02], [0.78, 3.07, 0.51], [-1.63, -5.17, -3.79], [0.54, 0.58, 0.35], [-0.35, 0.10, 0.17], [0.16, 0.04, 0.02], [0.17, 0.63, 0.07], [-0.08, -0.27, 0.20], [-0.11, -0.18, -0.21], [0.54, 0.80, 2.89], [0.00, 0.65, -0.21], [-0.02, -0.23, 0.09], [0.07, -0.04, -0.03], [0.11, -0.09, -0.09], [-0.04, 0.02, 0.02], [0.02, -0.02, 0.02], [-0.04, -0.03, 0.00], [-0.14, 0.04, 0.05], [-0.08, 0.12, -0.12], [0.12, 0.17, 0.15], [0.04, 0.01, -0.03], [0.03, -0.03, 0.01], [-0.04, -0.09, 0.04], [-0.03, -0.18, -0.07], [0.01, 0.08, -0.03], [0.00, -0.01, -0.02], [0.00, 0.03, -0.01]], "lowdin_charge": [-0.099, -0.173, -0.248, -0.144, -0.145, -0.087, -0.057, -0.074, -0.047, -0.298, -0.095, -0.153, -0.301, -0.046, -0.365, -0.063, -0.050, -0.076, 0.098, 0.092, 0.078, 0.136, 0.098, 0.122, 0.114, 0.111, 0.127, 0.130, 0.130, 0.163, 0.139, 0.138, 0.124, 0.127, 0.154, 0.128, 0.126, 0.127, 0.079, 0.072, 0.086, 0.131, 0.070, 0.076, 0.084, 0.041, 0.080, 0.070, 0.133, 0.129, -0.227, 0.566, -0.202, -0.286, -0.074, -0.210, -0.293, -0.068, -0.174, -0.285, -0.075, 0.110, 0.118, 0.063, 0.082, 0.085, 0.107, 0.100, 0.079, 0.075, 0.051, 0.101, 0.112, 0.071, 0.073, 0.090, -0.233, 0.564, -0.200, -0.289, -0.075, -0.204, -0.284, -0.074, -0.175, -0.280, -0.088, 0.109, 0.118, 0.062, 0.080, 0.085, 0.105, 0.118, 0.064, 0.065, 0.082, 0.103, 0.122, 0.067, 0.085, 0.088]}


Entry 2:
{"formula": "C27H63F5N3O3Si6", "method": "wB97M-V/def2-TZVPD", "homo_ev": -11.06, "gap_ev": 7.34, "de_lowest_kj_mol": 0.0, "charge": 1, "symbols": ["C", "C", "C", "C", "C", "N", "C", "N", "C", "C", "F", "F", "C", "F", "F", "F", "N", "H", "H", "H", "H", "H", "H", "H", "H", "H", "O", "Si", "C", "C", "C", "Si", "C", "C", "C", "H", "H", "H", "H", "H", "H", "H", "H", "H", "H", "H", "H", "H", "H", "H", "H", "H", "H", "O", "Si", "C", "C", "C", "Si", "C", "C", "C", "H", "H", "H", "H", "H", "H", "H", "H", "H", "H", "H", "H", "H", "H", "H", "H", "H", "H", "O", "Si", "C", "C", "C", "Si", "C", "C", "C", "H", "H", "H", "H", "H", "H", "H", "H", "H", "H", "H", "H", "H", "H", "H", "H", "H", "H"], "xyz": [[5.1372, -5.8820, 6.0991], [4.4680, -4.8905, 6.1047], [3.6163, -3.6926, 6.0736], [3.9850, -2.7691, 4.8884], [2.8019, -2.0067, 4.2577], [1.6416, -1.8712, 5.1401], [1.5137, -1.1594, 6.2494], [0.2792, -1.3815, 6.7155], [-0.3134, -2.2462, 5.8431], [-1.7237, -2.7708, 5.9518], [-2.4925, -2.1897, 5.0182], [-2.1816, -2.4277, 7.1799], [-1.7995, -4.3236, 5.8118], [-1.7912, -4.6638, 4.5384], [-2.8997, -4.7564, 6.3901], [-0.7412, -4.8639, 6.4194], [0.5027, -2.5542, 4.8719], [5.7330, -6.7663, 6.1287], [3.7562, -3.1525, 7.0142], [2.5797, -4.0366, 6.0220], [4.7190, -2.0437, 5.2390], [4.4526, -3.3591, 4.1055], [2.4373, -2.5593, 3.3934], [3.0842, -1.0208, 3.8888], [2.2668, -0.5266, 6.6919], [-0.1428, -1.0015, 7.5537], [7.0155, 1.4884, 2.1647], [5.4212, 1.8603, 2.0974], [4.4735, 0.4771, 1.2564], [5.1487, 3.4481, 1.1574], [4.7391, 2.0537, 3.8292], [8.2855, 1.1622, 1.1533], [9.8116, 0.8351, 2.1661], [8.5883, 2.6176, 0.0233], [7.8956, -0.3503, 0.1239], [4.7343, 0.3998, 0.2002], [3.3968, 0.6569, 1.3220], [4.6959, -0.4851, 1.7281], [5.7642, 4.2529, 1.5639], [4.1027, 3.7569, 1.2184], [5.4017, 3.3318, 0.1022], [5.2398, 2.8581, 4.3698], [4.8587, 1.1348, 4.4118], [3.6741, 2.2938, 3.7737], [10.0855, 1.6994, 2.7737], [10.6458, 0.6153, 1.4969], [9.6802, -0.0199, 2.8321], [7.7579, 2.7693, -0.6694], [9.4900, 2.4507, -0.5691], [8.7252, 3.5384, 0.5939], [7.0727, -0.1635, -0.5693], [7.6198, -1.1975, 0.7560], [8.7683, -0.6389, -0.4649], [-0.5763, -0.3229, -0.5180], [-0.9672, -0.9050, 0.9588], [-0.9452, -2.7740, 0.9631], [-2.6534, -0.3001, 1.4885], [0.3006, -0.3009, 2.1989], [-1.1205, -0.3624, -2.0836], [0.0119, 0.6495, -3.1581], [-2.8496, 0.3380, -2.1678], [-1.1379, -2.1268, -2.6989], [-1.7521, -3.1785, 0.3500], [-1.0727, -3.1587, 1.9787], [-0.0013, -3.1587, 0.5701], [-2.7247, 0.7864, 1.4071], [-2.8564, -0.5770, 2.5262], [-3.4390, -0.7351, 0.8685], [0.3201, 0.7902, 2.2470], [1.3031, -0.6464, 1.9330], [0.0467, -0.6798, 3.1893], [0.0413, 1.6946, -2.8444], [-0.3490, 0.6167, -4.1880], [1.0326, 0.2624, -3.1464], [-3.5651, -0.2993, -1.6431], [-3.1728, 0.4132, -3.2081], [-2.8950, 1.3364, -1.7274], [-1.8757, -2.7318, -2.1675], [-0.1608, -2.5985, -2.5732], [-1.3904, -2.1507, -3.7606], [-6.7639, 1.5057, -6.6849], [-7.0943, 2.6783, -7.7973], [-6.0751, 4.2053, -7.4371], [-8.9090, 3.1252, -7.7380], [-6.6741, 2.0520, -9.4997], [-6.8420, 1.2508, -5.0626], [-6.2257, -0.4626, -4.6580], [-8.6062, 1.4143, -4.4659], [-5.7702, 2.4977, -4.1670], [-6.3797, 4.6783, -6.5013], [-6.1983, 4.9379, -8.2373], [-5.0133, 3.9609, -7.3619], [-9.5354, 2.2365, -7.8393], [-9.1559, 3.8088, -8.5529], [-9.1705, 3.6163, -6.7985], [-7.2599, 1.1678, -9.7575], [-5.6169, 1.7928, -9.5830], [-6.8913, 2.8286, -10.2359], [-6.8299, -1.2322, -5.1416], [-6.2786, -0.6189, -3.5780], [-5.1883, -0.6012, -4.9699], [-8.9692, 2.4385, -4.5704], [-8.6771, 1.1402, -3.4109], [-9.2736, 0.7603, -5.0308], [-6.1629, 3.5106, -4.2748], [-4.7501, 2.4897, -4.5579], [-5.7271, 2.2654, -3.1003]], "forces_ev_per_a": [[0.10, -0.09, 0.08], [-0.19, 0.24, 0.00], [0.35, -0.33, -0.17], [-0.16, 0.33, 0.41], [0.39, -0.43, -0.55], [-0.49, 0.36, 0.51], [0.09, -0.21, -0.37], [-0.04, -0.11, -0.08], [0.46, -0.16, -0.65], [-0.07, 0.14, 0.17], [0.05, -0.11, 0.16], [0.09, 0.02, -0.14], [-0.01, 0.21, 0.05], [0.05, -0.04, -0.22], [-0.21, -0.10, 0.03], [0.10, -0.04, 0.13], [-0.10, 0.13, 0.49], [-0.04, 0.09, -0.04], [-0.19, -0.04, 0.01], [-0.02, 0.05, -0.02], [0.12, -0.09, -0.08], [0.01, 0.05, -0.07], [-0.23, 0.04, 0.13], [-0.03, 0.06, 0.18], [-0.04, 0.00, -0.02], [0.05, 0.03, 0.00], [-0.05, -0.04, 0.10], [-0.23, 0.10, -0.19], [0.05, 0.01, 0.14], [0.05, -0.07, 0.06], [0.10, -0.10, 0.05], [0.27, -0.04, -0.23], [-0.13, 0.03, 0.10], [-0.11, -0.03, 0.09], [-0.11, 0.07, 0.10], [-0.01, -0.04, -0.01], [0.00, 0.00, -0.03], [-0.01, -0.02, -0.04], [-0.01, 0.02, -0.01], [0.00, 0.01, -0.01], [0.00, 0.02, -0.01], [-0.01, 0.00, 0.02], [0.03, 0.01, 0.00], [-0.01, 0.02, 0.01], [0.01, 0.00, 0.00], [0.03, 0.00, 0.01], [0.01, 0.00, 0.00], [0.01, 0.02, -0.01], [0.01, 0.01, -0.01], [0.02, 0.01, -0.02], [0.01, -0.02, -0.02], [0.02, -0.02, -0.02], [0.01, -0.01, -0.02], [0.07, 0.02, 0.04], [-0.20, -0.14, 0.12], [0.05, 0.08, -0.01], [0.10, 0.01, -0.03], [0.14, 0.17, -0.12], [-0.14, -0.03, -0.37], [0.06, 0.01, 0.17], [0.08, -0.03, 0.12], [0.03, 0.04, 0.16], [0.00, -0.03, 0.00], [-0.01, -0.02, 0.00], [-0.01, -0.02, 0.00], [-0.02, 0.00, 0.01], [-0.02, 0.00, 0.00], [-0.02, 0.01, 0.00], [0.01, 0.00, -0.01], [0.00, 0.00, 0.00], [-0.06, -0.02, 0.06], [0.00, 0.00, -0.01], [0.01, 0.01, -0.02], [0.00, 0.00, -0.01], [-0.03, 0.02, -0.01], [-0.03, 0.01, -0.01], [-0.03, 0.01, -0.02], [0.00, -0.02, -0.02], [0.00, -0.01, -0.03], [-0.01, -0.01, -0.01], [0.03, -0.04, 0.01], [-0.08, 0.22, -0.20], [-0.01, -0.11, 0.07], [0.07, -0.07, 0.08], [0.04, -0.11, 0.10], [-0.04, 0.01, 0.27], [0.03, 0.02, -0.14], [0.06, 0.02, -0.07], [-0.03, -0.02, -0.09], [0.01, 0.02, 0.00], [0.00, 0.02, 0.00], [0.00, 0.02, -0.01], [-0.02, 0.01, -0.02], [-0.02, 0.01, 0.00], [-0.02, 0.01, 0.00], [0.00, 0.00, -0.01], [0.00, 0.00, -0.01], [0.00, 0.00, -0.03], [0.01, -0.01, 0.00], [0.01, -0.02, 0.01], [0.00, -0.01, -0.01], [-0.02, 0.00, 0.00], [-0.01, 0.00, 0.01], [-0.01, 0.00, 0.01], [0.02, 0.01, 0.01], [0.01, 0.01, 0.02], [0.01, 0.01, 0.01]], "lowdin_charge": [0.133, -0.142, -0.204, -0.140, -0.093, -0.063, 0.035, 0.232, -0.154, -0.363, 0.170, 0.150, -0.582, 0.206, 0.218, 0.180, 0.248, 0.039, 0.115, 0.107, 0.116, 0.121, 0.135, 0.118, 0.182, 0.196, -0.272, 0.337, -0.157, -0.155, -0.166, 0.352, -0.163, -0.159, -0.162, 0.031, 0.019, 0.025, 0.041, 0.036, 0.030, 0.036, 0.012, 0.028, 0.035, 0.037, 0.033, 0.027, 0.037, 0.038, 0.025, 0.033, 0.037, -0.268, 0.337, -0.150, -0.150, -0.155, 0.356, -0.161, -0.157, -0.158, 0.032, 0.015, 0.039, 0.041, 0.021, 0.032, 0.042, 0.015, -0.003, 0.035, 0.037, 0.033, 0.028, 0.026, 0.040, 0.026, 0.036, 0.037, -0.271, 0.346, -0.163, -0.162, -0.164, 0.341, -0.165, -0.160, -0.163, 0.024, 0.034, 0.035, 0.037, 0.035, 0.025, 0.034, 0.033, 0.034, 0.033, 0.029, 0.027, 0.026, 0.033, 0.037, 0.025, 0.032, 0.029]}


- Which value of charge does entry 1 give?
  +1


- charge of number 2 (C27H63F5N3O3Si6)?
  +1


- What is the charge in the second record?
  +1